Entry from the Open Molecules 2025 dataset: a cluster of 7 separate species, C23H35O23P in total (ωB97M-V/def2-TZVPD).

Structure (XYZ):
```
82
Properties=species:S:1:pos:R:3:forces:R:3
C -0.417 0.250 1.426 0.0 0.3 -0.2
C -1.442 0.856 0.452 0.0 -0.2 0.1
O -1.700 2.233 0.758 0.0 -0.1 0.2
C -1.020 0.803 -1.013 -0.1 0.0 -0.1
C 0.339 1.439 -1.303 -0.1 0.0 0.1
O 0.944 0.767 -2.442 0.3 0.1 0.0
C 2.232 0.374 -2.240 0.2 -0.8 0.3
O 2.512 -0.663 -1.713 -0.1 0.5 -0.1
O 3.168 1.260 -2.667 -0.2 -0.2 -0.1
P 0.225 3.194 -1.824 -0.2 0.0 -0.2
O -0.495 3.405 -3.104 0.0 -0.1 0.1
H 0.238 1.047 1.799 0.0 -0.2 0.0
H -0.942 -0.197 2.271 0.2 0.0 -0.1
H 0.217 -0.494 0.932 -0.2 0.0 0.1
H -2.379 0.289 0.542 0.1 0.1 -0.1
H -1.894 2.299 1.703 0.0 0.0 -0.2
H -0.974 -0.242 -1.338 0.1 0.1 0.1
H -1.790 1.289 -1.626 0.1 -0.1 0.1
H 1.005 1.366 -0.435 -0.1 -0.1 -0.1
H 3.236 1.221 -3.634 -0.1 0.3 0.0
H -0.325 3.816 -0.696 0.0 0.1 0.1
H 1.572 3.596 -1.825 0.0 0.0 0.0
O -2.809 -0.331 3.762 0.0 0.0 0.0
C -2.409 -1.015 4.654 -0.1 0.0 0.0
O -3.129 -1.342 5.747 0.0 0.0 0.0
C -2.405 -2.346 6.479 0.0 -0.1 0.2
C -0.981 -2.118 6.019 0.0 0.0 0.1
O -1.181 -1.565 4.706 0.0 0.0 0.0
H -2.547 -2.206 7.547 -0.1 0.1 0.0
H -2.779 -3.327 6.192 0.0 0.0 -0.1
H -0.459 -1.378 6.628 0.0 0.0 0.0
H -0.395 -3.029 5.966 0.0 0.0 -0.1
O 0.503 -1.410 -7.991 0.0 0.0 0.0
C 0.364 -0.413 -7.353 0.0 0.1 0.1
O -0.298 -0.330 -6.183 0.0 -0.1 -0.1
C -0.002 0.945 -5.585 -0.1 0.2 0.0
C 0.361 1.781 -6.795 0.0 0.0 0.1
O 0.879 0.789 -7.697 0.0 0.0 0.0
H -0.861 1.325 -5.040 0.0 -0.1 0.0
H 0.826 0.808 -4.897 0.1 0.1 0.0
H -0.510 2.254 -7.252 0.0 0.0 0.0
H 1.121 2.527 -6.596 0.1 0.0 0.0
O 4.229 2.095 -5.750 -0.1 -0.1 0.0
C 4.291 0.930 -6.003 0.1 0.1 0.1
O 5.241 0.350 -6.747 0.0 0.0 -0.1
C 5.138 -1.075 -6.589 0.0 -0.1 0.1
C 3.692 -1.247 -6.162 -0.1 -0.1 -0.1
O 3.420 0.017 -5.525 0.0 0.0 0.0
H 5.380 -1.567 -7.526 0.0 0.1 -0.1
H 5.843 -1.385 -5.816 0.0 0.0 0.0
H 3.013 -1.352 -7.009 0.0 0.0 0.0
H 3.529 -2.055 -5.456 0.0 0.1 0.1
O -1.203 -5.192 7.192 0.0 0.0 -0.1
C -2.084 -5.902 6.821 -0.1 0.0 0.1
O -2.926 -6.568 7.633 0.0 0.0 0.0
C -3.999 -7.099 6.845 -0.1 0.0 -0.1
C -3.368 -7.176 5.466 -0.1 -0.1 0.0
O -2.392 -6.128 5.525 0.0 0.0 0.0
H -4.306 -8.061 7.245 0.1 0.0 0.1
H -4.836 -6.401 6.885 0.0 0.0 0.0
H -2.852 -8.122 5.295 0.0 0.0 0.0
H -4.062 -6.986 4.652 0.0 0.1 0.0
O -5.767 -2.878 8.674 0.0 0.0 0.0
C -5.827 -1.701 8.526 0.1 -0.1 0.0
O -4.841 -0.833 8.855 0.0 0.0 0.0
C -5.167 0.452 8.308 0.0 0.1 -0.1
C -6.677 0.365 8.176 0.0 0.1 0.0
O -6.882 -1.041 8.000 -0.1 0.0 0.0
H -4.831 1.236 8.980 0.0 -0.1 0.1
H -4.670 0.555 7.342 0.0 0.0 0.0
H -7.194 0.684 9.082 0.0 0.0 0.0
H -7.074 0.905 7.321 0.0 -0.1 -0.1
O 6.039 8.382 -5.491 0.0 0.0 0.0
C 6.089 7.223 -5.742 0.0 0.0 0.0
O 7.026 6.645 -6.533 0.0 0.0 0.0
C 6.907 5.224 -6.416 0.0 -0.1 0.0
C 5.468 5.055 -5.967 0.0 0.0 -0.1
O 5.227 6.290 -5.279 0.0 0.0 0.0
H 7.126 4.756 -7.372 0.0 0.1 0.0
H 7.619 4.874 -5.667 0.0 0.0 0.0
H 4.776 4.981 -6.807 0.0 0.0 0.0
H 5.309 4.217 -5.300 0.0 0.0 0.1
```
Positions in Å, forces in eV/Å.

## Properties
Structure (SMILES): C[C@@H](O)C[C@@H](OC(=O)O)[PH2]=O.O=C1OCCO1.O=C1OCCO1.O=C1OCCO1.O=C1OCCO1.O=C1OCCO1.O=C1OCCO1
Highest occupied orbital energy: -10.134 eV
2S+1: 1

Entry from the Open Molecules 2025 dataset: a structure of composition C3H3AlO2 in a non-equilibrium geometry (ωB97M-V/def2-TZVPD).

Structure (XYZ):
```
9
Properties=species:S:1:pos:R:3:forces:R:3
C 0.618 0.279 -2.218 -0.5 -0.4 0.5
C 0.125 0.063 -0.837 -0.6 11.4 2.9
H 1.068 1.268 -2.394 -0.3 -0.3 0.2
H 1.228 -0.566 -2.579 -0.2 0.3 0.0
H -0.387 0.196 -2.703 0.3 0.2 -0.5
O -0.184 1.108 0.067 2.1 -7.9 -6.8
C -0.793 0.171 1.915 -0.8 1.7 1.1
Al -0.049 -1.642 -0.129 -0.5 -2.0 2.4
O -0.323 -0.831 1.609 0.4 -3.0 0.2
```
Positions in Å, forces in eV/Å.

## Properties
Charge: +2
Energy relative to the best compared isomer or geometry (same formula, charge and spin): 1.9721 eV
Highest occupied orbital energy: -21.252 eV
2S+1: 1

Frontier orbital gap, respectively: 10.54; 6.82 eV.